Below is a cluster of 8 separate species, C39H103BF4N6O13 in total in a non-equilibrium geometry, with properties calculated with ωB97M-V/def2-TZVPD.

Each line ends with the Löwdin spin population.
CARTESIAN COORDINATES (ANGSTROEM)
1 C 1.722 -1.035 -0.477  0.0018
2 C 0.805 0.092 -0.274  0.0019
3 C -0.423 0.102 -1.123  0.0157
4 O 0.432 0.463 1.046  0.0033
5 H 2.697 -0.788 -0.057  0.0002
6 H 1.930 -0.988 -1.546  0.0010
7 H 1.338 -2.004 -0.160  0.0005
8 H 1.439 0.881 -0.677  0.0003
9 H -0.052 0.069 -2.147  0.0132
10 H -0.953 1.026 -1.355  0.0085
11 H -0.989 -0.824 -1.024  0.0051
12 C 4.941 8.921 -4.759  0.0002
13 O 5.285 7.515 -4.792  0.0003
14 C 5.024 6.846 -3.624  0.0008
15 C 5.277 5.314 -4.004  0.0011
16 N 4.721 4.892 -5.369  0.0005
17 H 4.941 5.657 -5.990  0.0002
18 H 5.278 4.086 -5.615  0.0004
19 C 3.160 4.707 -5.470  0.0044
20 C 2.394 3.955 -4.391  0.0071
21 O 3.122 2.735 -4.251  0.0058
22 C 2.595 1.918 -3.188  0.0109
23 H 3.868 9.105 -4.807  0.0001
24 H 5.304 9.491 -5.614  0.0000
25 H 5.262 9.542 -3.922  0.0000
26 H 4.025 6.836 -3.188  0.0007
27 H 5.656 7.313 -2.869  0.0001
28 H 4.837 4.631 -3.277  0.0006
29 H 6.313 5.032 -4.189  0.0001
30 H 2.849 4.498 -6.493  0.0015
31 H 2.842 5.750 -5.440  0.0008
32 H 1.373 3.723 -4.696  0.0039
33 H 2.405 4.394 -3.393  0.0010
34 H 2.951 0.890 -3.253  0.0025
35 H 1.525 1.708 -3.176  0.0062
36 H 2.965 2.237 -2.214  0.0007
37 C -2.482 -10.571 4.074  0.0000
38 O -2.966 -10.317 2.720  0.0008
39 C -2.096 -10.658 1.592  0.0008
40 C -0.868 -9.763 1.488  0.0013
41 N -1.376 -8.342 1.276  0.0021
42 H -0.583 -7.790 0.983  0.0012
43 H -2.079 -8.369 0.551  0.0070
44 C -1.855 -7.483 2.447  0.0018
45 C -1.960 -6.021 2.158  0.0098
46 O -0.825 -5.649 1.407  0.0097
47 C -0.959 -4.343 0.858  0.0179
48 H -2.343 -11.640 4.236  0.0000
49 H -2.967 -10.067 4.909  0.0000
50 H -1.537 -10.028 4.075  0.0000
51 H -2.729 -10.374 0.751  0.0006
52 H -1.769 -11.686 1.433  0.0000
53 H -0.221 -9.960 0.633  0.0007
54 H -0.204 -9.721 2.351  0.0001
55 H -1.022 -7.641 3.132  0.0001
56 H -2.761 -8.023 2.726  0.0004
57 H -2.031 -5.452 3.085  0.0007
58 H -2.891 -5.695 1.696  0.0096
59 H -0.252 -4.370 0.029  0.0014
60 H -0.437 -3.742 1.602  0.0006
61 H -1.984 -4.072 0.606  0.0143
62 C 2.401 4.060 4.827  0.0000
63 O 2.248 4.577 3.488  0.0000
64 C 3.282 4.096 2.582  0.0001
65 C 2.680 2.898 1.823  0.0002
66 N 1.260 3.171 1.233  0.0002
67 H 0.843 2.286 0.982  0.0001
68 H 0.703 3.600 1.958  0.0000
69 C 1.313 4.032 -0.040  0.0016
70 C -0.068 4.094 -0.722  0.0067
71 O -1.032 4.245 0.285  0.0035
72 C -2.129 5.060 0.063  0.0035
73 H 1.563 4.460 5.398  0.0000
74 H 3.287 4.428 5.344  0.0000
75 H 2.310 2.974 4.844  0.0000
76 H 4.208 3.701 3.001  0.0000
77 H 3.469 4.916 1.888  0.0001
78 H 2.423 2.002 2.388  0.0001
79 H 3.299 2.545 0.999  0.0001
80 H 2.052 3.580 -0.702  0.0006
81 H 1.534 5.048 0.286  0.0003
82 H -0.190 3.366 -1.523  0.0071
83 H 0.038 5.018 -1.291  0.0024
84 H -1.959 6.066 -0.322  0.0003
85 H -2.774 4.994 0.939  0.0001
86 H -2.722 4.691 -0.774  0.0046
87 C -0.763 1.452 6.643  0.0000
88 O 0.467 1.445 6.005  0.0000
89 C 1.398 0.454 6.467  0.0000
90 C 1.186 -0.869 5.750  0.0000
91 N 1.172 -0.794 4.251  0.0001
92 H 0.513 -0.129 3.871  0.0001
93 H 2.085 -0.585 3.873  0.0000
94 C 0.841 -2.194 3.576  0.0006
95 C -0.354 -2.828 4.153  0.0008
96 O -1.527 -2.000 4.192  0.0032
97 C -2.856 -2.553 4.475  0.0063
98 H -1.470 2.166 6.221  0.0000
99 H -0.778 1.821 7.669  0.0000
100 H -1.243 0.474 6.619  0.0000
101 H 1.358 0.268 7.540  0.0000
102 H 2.386 0.805 6.171  0.0000
103 H 0.342 -1.471 6.085  0.0000
104 H 2.059 -1.458 6.032  0.0000
105 H 1.684 -2.883 3.529  0.0001
106 H 0.549 -1.932 2.559  0.0002
107 H -0.161 -3.248 5.141  0.0001
108 H -0.586 -3.677 3.510  0.0003
109 H -3.056 -3.367 3.779  0.0039
110 H -3.637 -1.801 4.355  0.0018
111 H -2.791 -2.904 5.505  0.0002
112 C -1.087 2.274 -5.995  0.0530
113 O -1.219 0.928 -6.554  0.0250
114 C -2.336 0.666 -7.368  0.0278
115 C -3.005 -0.656 -6.965  0.0679
116 N -1.943 -1.642 -6.436  0.0355
117 H -1.142 -1.506 -7.035  0.0119
118 H -1.666 -1.322 -5.519  0.0297
119 C -2.236 -3.103 -6.156  0.0434
120 C -1.027 -3.675 -5.283  0.0254
121 O -0.729 -2.834 -4.228  0.0251
122 C 0.148 -3.350 -3.283  0.0225
123 H -1.866 2.392 -5.242  0.0324
124 H -1.408 3.016 -6.726  0.0025
125 H -0.085 2.616 -5.739  0.0040
126 H -1.975 0.760 -8.392  0.0025
127 H -3.112 1.417 -7.220  0.0083
128 H -3.641 -1.062 -7.751  0.0048
129 H -3.675 -0.430 -6.136  0.0410
130 H -2.390 -3.692 -7.060  0.0054
131 H -3.229 -2.959 -5.730  0.0190
132 H -0.131 -3.877 -5.869  0.0029
133 H -1.313 -4.670 -4.944  0.0059
134 H 0.203 -2.669 -2.434  0.0027
135 H 1.161 -3.513 -3.653  0.0019
136 H -0.250 -4.229 -2.777  0.0075
137 C -1.546 4.148 3.567  0.0001
138 O -2.329 3.230 2.856  0.0003
139 C -2.379 1.940 3.517  0.0005
140 C -3.101 0.883 2.648  0.0048
141 N -2.583 0.785 1.163  0.0048
142 H -1.583 0.907 1.233  0.0004
143 H -2.809 -0.147 0.845  0.0094
144 C -3.267 1.728 0.184  0.0057
145 C -4.165 0.864 -0.704  0.0243
146 O -3.317 -0.114 -1.297  0.0251
147 C -3.826 -1.297 -1.929  0.0932
148 H -1.509 5.050 2.957  0.0000
149 H -0.518 3.833 3.745  0.0000
150 H -2.123 4.345 4.470  0.0000
151 H -2.818 2.203 4.479  0.0000
152 H -1.381 1.594 3.786  0.0001
153 H -4.157 1.122 2.523  0.0014
154 H -3.028 -0.168 2.929  0.0030
155 H -2.500 2.178 -0.446  0.0037
156 H -3.632 2.577 0.762  0.0003
157 H -4.632 1.330 -1.571  0.0165
158 H -4.960 0.279 -0.241  0.0056
159 H -4.849 -1.113 -2.260  0.0139
160 H -3.954 -2.151 -1.263  0.0232
161 H -3.214 -1.637 -2.764  0.0234
162 B 4.326 -0.396 3.036  0.0001
163 F 5.069 0.168 2.072  0.0001
164 F 3.621 0.423 3.855  0.0000
165 F 3.414 -1.378 2.527  0.0001
166 F 5.180 -1.080 3.857  0.0000

Lowest unoccupied orbital energy (spin up / spin down), eV: -5.177 / -5.130
Frontier orbital gap (spin up / spin down), eV: 2.01 / 7.90
Energy relative to the best compared isomer or geometry (same formula, charge and spin), kJ/mol: 215.9
Charge: +3
Expectation value of S²: 0.75
2S+1: 2
Highest occupied orbital energy (spin up / spin down), eV: -7.19 / -13.03

=====

Below is a cluster of 13 separate species, C39H103NO13 in total in a non-equilibrium geometry, with properties calculated with ωB97M-V/def2-TZVPD.

Each line ends with the Mulliken charge.
CARTESIAN COORDINATES (ANGSTROEM)
1 C -1.404 0.855 5.773  -0.9446
2 C -1.107 2.177 5.070  -0.3296
3 O -1.097 1.958 3.695  -0.2666
4 H -1.502 1.012 6.847  0.4334
5 H -0.501 0.246 5.730  0.1896
6 H -2.232 0.240 5.420  0.0563
7 H -0.213 2.671 5.452  0.2915
8 H -1.919 2.887 5.230  0.3354
9 H -1.302 2.732 3.164  0.2029
10 C -4.764 -4.662 0.895  -1.6011
11 C -3.756 -4.363 -0.210  1.1681
12 O -4.414 -3.846 -1.261  -0.7778
13 H -5.560 -5.350 0.612  0.4401
14 H -5.389 -3.856 1.279  0.2660
15 H -4.284 -5.118 1.761  0.4198
16 H -3.202 -5.278 -0.421  0.3177
17 H -3.008 -3.640 0.117  -0.7052
18 H -3.720 -3.786 -1.922  0.3869
19 C 1.561 5.242 2.737  -0.4603
20 C 1.074 6.460 1.976  -0.3697
21 O -0.328 6.461 1.851  -0.4645
22 H 2.650 5.236 2.683  0.4294
23 H 1.144 4.287 2.419  -0.2785
24 H 1.381 5.381 3.803  0.3182
25 H 1.560 6.439 1.000  0.1278
26 H 1.449 7.359 2.465  0.4276
27 H -0.687 7.269 2.226  0.2412
28 C -3.737 3.273 1.289  -1.1895
29 C -2.435 3.976 1.018  0.2042
30 O -1.688 4.032 2.164  -0.7000
31 H -4.294 3.724 2.111  0.3608
32 H -3.658 2.235 1.612  0.0042
33 H -4.357 3.354 0.396  0.3967
34 H -2.619 4.969 0.608  0.6172
35 H -1.971 3.478 0.166  -0.1308
36 H -1.208 4.863 2.180  0.1812
37 C -6.209 -0.481 -1.875  -1.4810
38 C -5.004 -0.272 -1.014  0.4899
39 O -4.950 -1.364 -0.147  -0.3266
40 H -6.155 -1.336 -2.549  0.2787
41 H -6.314 0.380 -2.535  0.4236
42 H -7.151 -0.555 -1.332  0.3441
43 H -5.025 0.659 -0.448  0.1113
44 H -4.019 -0.258 -1.480  0.0046
45 H -4.769 -2.190 -0.601  0.3893
46 C 2.025 -2.558 3.989  -1.3663
47 C 2.249 -2.472 2.494  0.5477
48 O 1.061 -2.617 1.750  -0.0052
49 H 1.180 -1.948 4.308  0.0762
50 H 2.899 -2.309 4.590  0.3928
51 H 1.621 -3.541 4.228  0.3910
52 H 2.968 -3.233 2.191  0.4702
53 H 2.784 -1.564 2.217  -0.3427
54 H 0.420 -1.951 2.008  -0.2840
55 C 4.955 1.848 -4.322  -2.0567
56 C 4.006 1.131 -3.316  1.7639
57 C 2.611 1.045 -4.038  -1.6091
58 C 1.589 0.074 -3.499  0.9051
59 C 2.275 -1.262 -3.403  -1.0569
60 C 3.643 -1.303 -2.588  2.1002
61 N 4.485 -0.229 -3.051  0.5048
62 O 5.783 -0.240 -2.445  -0.4586
63 C 3.320 -1.202 -1.074  -0.6575
64 C 4.346 -2.641 -2.876  -1.6268
65 C 3.885 1.989 -2.038  -1.0319
66 H 5.337 1.132 -5.049  0.4797
67 H 5.894 2.088 -3.823  0.4411
68 H 4.617 2.763 -4.808  0.2906
69 H 2.136 2.024 -3.975  0.1423
70 H 2.685 0.806 -5.098  0.5224
71 H 0.666 0.056 -4.079  0.6296
72 H 1.267 0.409 -2.513  -1.0409
73 H 2.343 -1.499 -4.465  0.5401
74 H 1.604 -2.010 -2.980  -0.4268
75 H 2.555 -0.442 -0.912  -0.4824
76 H 2.743 -2.072 -0.760  -0.1067
77 H 4.226 -1.146 -0.471  0.6720
78 H 3.647 -3.471 -2.978  -0.0811
79 H 4.731 -2.579 -3.894  0.5581
80 H 5.147 -2.925 -2.193  0.3838
81 H 3.713 3.049 -2.224  0.4158
82 H 4.823 1.823 -1.508  0.5319
83 H 3.095 1.706 -1.341  -0.4763
84 H 6.294 -0.608 -3.169  0.3388
85 C 2.682 1.302 3.955  -0.7432
86 C 3.918 1.917 3.294  0.2269
87 C 3.915 1.682 1.757  -0.1224
88 O 3.937 3.275 3.627  -0.5277
89 H 2.672 1.274 5.044  0.5872
90 H 2.601 0.246 3.697  -0.2267
91 H 1.834 1.915 3.650  0.1890
92 H 4.785 1.358 3.647  0.2450
93 H 3.266 2.362 1.206  0.0623
94 H 3.534 0.666 1.652  -0.5241
95 H 4.913 1.608 1.326  0.5180
96 H 3.688 3.313 4.553  0.3511
97 C 1.389 -5.428 -2.393  -1.6786
98 C 0.864 -4.623 -1.206  2.3618
99 C -0.082 -5.430 -0.308  -1.6435
100 O 1.961 -4.353 -0.392  -0.5617
101 H 0.574 -5.845 -2.985  0.3457
102 H 1.954 -6.261 -1.974  0.4580
103 H 2.030 -4.820 -3.032  0.1333
104 H 0.333 -3.741 -1.565  -0.7951
105 H -0.951 -5.818 -0.839  0.2772
106 H -0.255 -4.836 0.589  0.4057
107 H 0.470 -6.282 0.088  0.3884
108 H 1.691 -3.747 0.302  0.0962
109 C 0.685 4.148 -2.044  0.2310
110 C 1.318 5.381 -2.697  0.3804
111 C 2.294 5.170 -3.867  -1.2861
112 O 0.226 6.239 -3.100  -0.5813
113 H 0.100 3.516 -2.712  0.2730
114 H 0.070 4.525 -1.226  0.0690
115 H 1.445 3.462 -1.669  -0.3688
116 H 1.924 5.883 -1.943  0.0520
117 H 2.601 6.101 -4.344  0.4347
118 H 1.762 4.605 -4.632  0.2999
119 H 3.200 4.621 -3.613  0.2349
120 H -0.065 6.683 -2.300  0.3360
121 C -0.886 -2.893 -4.618  -1.2939
122 C -2.086 -2.752 -3.665  2.2800
123 C -3.219 -1.930 -4.156  -1.4173
124 O -2.670 -4.009 -3.329  -0.6256
125 H -0.010 -3.351 -4.158  0.1575
126 H -0.514 -1.886 -4.805  0.1757
127 H -1.007 -3.308 -5.618  0.4647
128 H -1.640 -2.423 -2.727  -1.0946
129 H -2.763 -1.000 -4.497  0.4019
130 H -3.973 -1.659 -3.417  0.2202
131 H -3.750 -2.343 -5.013  0.3605
132 H -2.968 -4.379 -4.163  0.3330
133 C 0.307 1.097 0.657  0.0276
134 C -0.939 0.179 0.959  1.1819
135 C -1.167 -0.848 -0.114  -0.2617
136 O -0.675 -0.382 2.183  1.8196
137 H 0.470 1.905 1.369  -0.3412
138 H 0.076 1.665 -0.244  0.2627
139 H 1.250 0.552 0.707  -0.4925
140 H -1.830 0.807 0.946  -0.7348
141 H -1.390 -0.424 -1.093  0.6259
142 H -1.934 -1.587 0.115  -0.7433
143 H -0.236 -1.411 -0.182  -0.2054
144 H -0.661 0.376 2.772  -0.5915
145 C -4.347 -2.814 4.815  -1.7605
146 C -3.551 -2.224 3.581  0.9740
147 C -4.058 -0.913 3.027  -0.7778
148 O -2.185 -2.119 4.006  -0.6392
149 H -3.876 -3.762 5.074  0.4416
150 H -5.365 -3.145 4.608  0.3562
151 H -4.320 -2.304 5.778  0.3671
152 H -3.520 -2.919 2.742  -0.0401
153 H -3.575 -0.590 2.104  -0.2312
154 H -3.995 -0.175 3.826  0.2943
155 H -5.112 -1.062 2.793  0.5618
156 H -1.655 -1.658 3.352  0.2264

Lowest unoccupied orbital energy, eV: 0.172
Frontier orbital gap, eV: 8.39
Energy relative to the best compared isomer or geometry (same formula, charge and spin), kJ/mol: 144.5
Charge: 0
2S+1: 1
Highest occupied orbital energy, eV: -8.22